Entry 1:
The following is a DFT calculation (the ωB97M-V functional and the def2-TZVPD basis) of C5H8O in the gas phase.

Summary:
relative energy (zero: lowest compared OMol25 entry of this formula, charge and spin): 255.4 kJ/mol
highest occupied orbital energy: -0.365 Ha
electronic energy: -7359.6085 eV
structure (SMILES): C#C[C@H](C)OC

Last column: Mulliken charge in e.
Atoms and positions in Å:
C -1.0399 2.0147 -0.5283  -0.051
C -0.8130 0.8323 -0.4659  -0.543
C -0.3080 -0.5509 -0.3323  0.519
C -1.2371 -1.4394 0.4890  -1.333
O 0.9266 -0.5741 0.3649  -0.313
C 1.8640 0.4497 0.1058  -0.643
H -1.2136 3.0679 -0.5814  0.394
H -0.1921 -0.9747 -1.3450  0.199
H -2.2177 -1.5596 0.0201  0.381
H -0.7716 -2.4218 0.6066  0.322
H -1.3630 -0.9972 1.4806  0.337
H 2.4330 0.2725 -0.8187  0.254
H 2.5447 0.4468 0.9605  0.225
H 1.3877 1.4337 0.0440  0.254


Entry 2:
The following is a DFT calculation (the ωB97M-V functional and the def2-TZVPD basis) of a molecular structure, C3H7FN2O.

Summary:
relative energy (zero: lowest compared OMol25 entry of this formula, charge and spin): 378.2 kJ/mol
highest occupied orbital energy: -0.354 Ha
electronic energy: -10965.2464 eV

Last column: Mulliken charge in e.
Atoms and positions in Å:
C -0.1061 -0.8626 -0.8861  -0.664
C -0.7503 0.3871 -0.2051  0.098
C 0.5091 0.3358 0.6545  -0.110
N 0.9843 -0.6945 0.0419  0.329
N -1.9697 0.1847 0.3814  -0.692
O 2.2112 -1.2438 0.1332  -0.532
F 1.3077 1.9517 0.1366  -0.623
H -0.7516 -1.7061 -0.7222  0.316
H 0.2264 -0.7950 -1.9987  0.253
H -0.7728 1.3235 -0.7995  0.287
H 0.6152 0.5521 1.6661  0.390
H -1.9034 0.1010 1.3793  0.260
H 3.0173 -0.5757 -0.1806  0.390
H -2.6173 1.0418 0.3991  0.298


Entry 3:
The following is a DFT calculation (the ωB97M-V functional and the def2-TZVPD basis) of a molecular structure, C12H14BF5N6Tc.

Summary:
charge: +2
expectation value of S²: 3.972
relative energy (zero: lowest compared OMol25 entry of this formula, charge and spin): 108.2 kJ/mol
highest occupied orbital energy (spin up / spin down): -0.595 / -0.590 Ha
electronic energy: -38053.4400 eV
multiplicity: 4

Last column: Mulliken charge in e.
Atoms and positions in Å:
H 1.0213 3.1899 0.3818  0.567
N 0.6526 1.6733 -1.0596  0.230
B 0.2885 0.3906 -3.2443  -0.017
N 0.6465 1.6714 -2.4446  0.007
C 0.9520 2.9033 -2.8868  0.019
Tc 0.2327 -0.1510 0.2122  -0.210
H 1.0057 3.0968 -3.9472  0.482
C 1.1537 3.7300 -1.7885  -1.110
H 1.4066 4.7729 -1.8068  0.432
C 0.9568 2.9215 -0.6635  -0.389
H 0.3702 0.5490 -4.4290  0.019
C -0.8742 -1.7789 0.9397  -1.211
H -1.1392 -1.7859 2.0186  0.489
H -0.2096 -2.6560 0.8231  0.367
H -1.7914 -2.0464 0.3746  0.386
N -1.1688 0.0329 -2.8158  0.134
N 1.2137 -0.7323 -2.7188  -0.042
N -1.4410 -0.1152 -1.4719  0.261
N 1.2872 -1.0685 -1.3683  0.400
C -2.3025 -0.1265 -3.5247  0.128
C 2.0598 -1.5185 -3.3896  0.045
H -2.2677 -0.0483 -4.6015  0.519
H 2.1431 -1.4108 -4.4641  0.480
C -3.3375 -0.3895 -2.6401  -1.014
C 2.6924 -2.3835 -2.5091  -1.193
C -2.7594 -0.3922 -1.3565  -0.100
C 2.1843 -2.0812 -1.2401  -0.321
H -4.3681 -0.5707 -2.8672  0.459
H 3.4226 -3.1376 -2.7395  0.434
H -3.2018 -0.5663 -0.3947  0.575
H 2.4132 -2.5022 -0.2670  0.551
H -1.3012 -0.1303 1.0569  0.356
F 2.0899 -1.4696 2.1416  -0.245
C 1.2938 -0.3114 2.1104  0.799
F 0.4902 -0.3336 3.2420  -0.243
C 2.2760 0.8686 2.3190  0.603
F 3.0003 0.6813 3.4408  -0.208
F 3.1431 0.9614 1.2666  -0.215
F 1.6061 2.0495 2.4561  -0.223


Entry 4:
The following is a DFT calculation (the ωB97M-V functional and the def2-TZVPD basis) of a molecular structure, C12H23F7InO6Si.

Summary:
charge: -1
highest occupied orbital energy: -0.139 Ha
electronic energy: -57175.2386 eV

Last column: Mulliken charge in e.
Atoms and positions in Å:
C 1.1077 -0.1387 0.9889  -1.051
Si 1.2387 1.7367 0.6490  0.220
C 2.2834 1.9515 -0.9215  -0.944
C 2.2481 2.5074 2.0748  -1.259
In -1.1341 2.7731 0.5967  1.005
F -0.9130 4.8047 0.5547  -0.736
C -2.4656 2.1210 -1.0760  -0.690
O -3.6420 1.4430 -0.5834  -0.201
O -4.4748 2.4933 -0.0455  -0.350
H 1.9458 -0.6865 0.5499  0.185
H 0.1814 -0.5267 0.5617  0.277
H 1.1055 -0.3227 2.0654  0.355
H 2.3849 3.0092 -1.1771  0.365
H 3.2975 1.5760 -0.7626  0.207
H 1.8679 1.4292 -1.7833  0.222
H 1.6305 3.2306 2.6100  0.321
H 3.1274 3.0453 1.7104  0.319
H 2.5669 1.7491 2.7957  0.339
H -1.9333 2.3842 2.1422  -0.385
H -2.8146 2.9823 -1.6591  0.304
H -2.0180 1.4171 -1.7824  0.207
H -5.0640 1.9490 0.4897  0.317
C -5.6433 -0.5944 4.9512  -1.101
C -4.6948 -1.1219 3.8994  -0.212
O -5.4098 -1.7600 2.8109  -0.337
C -5.9276 -0.9352 1.9175  0.380
O -5.8922 0.2574 1.9359  -0.517
C -6.5779 -1.7435 0.7689  0.888
F -7.3493 -2.7316 1.2523  -0.261
F -5.6325 -2.2947 0.0015  -0.252
F -7.3358 -0.9547 0.0155  -0.241
H -6.2896 -1.3924 5.3194  0.297
H -5.0720 -0.1916 5.7872  0.370
H -6.2697 0.1999 4.5488  0.317
H -4.0565 -1.9062 4.2990  0.309
H -4.0611 -0.3342 3.4937  0.341
C 7.3322 -2.8100 -4.3040  -1.096
C 6.1976 -1.9535 -4.8195  -0.228
O 5.0871 -1.9372 -3.8993  -0.315
C 5.2104 -1.1218 -2.8603  0.127
O 6.1353 -0.4074 -2.6135  -0.514
C 3.9307 -1.1869 -1.9924  1.148
F 3.5683 -2.4610 -1.7777  -0.281
F 2.9308 -0.5726 -2.6284  -0.249
F 4.1362 -0.6075 -0.8209  -0.226
H 6.9800 -3.8196 -4.0912  0.297
H 8.1217 -2.8655 -5.0538  0.369
H 7.7517 -2.3922 -3.3902  0.317
H 5.7835 -2.3598 -5.7395  0.313
H 6.5199 -0.9301 -5.0086  0.328


Entry 5:
The following is a DFT calculation (the ωB97M-V functional and the def2-TZVPD basis) of C5H5N in the gas phase.

Summary:
expectation value of S²: 2.055
relative energy (zero: lowest compared OMol25 entry of this formula, charge and spin): 346.1 kJ/mol
highest occupied orbital energy (spin up / spin down): -0.270 / -0.354 Ha
electronic energy: -6747.0425 eV
multiplicity: 3

Last column: Mulliken charge in e.
Atoms and positions in Å:
C -0.2592 -0.7801 1.1240  -0.134
C -0.9459 -1.2900 2.2348  -0.615
C 1.0067 1.3710 -0.2995  -0.007
C 0.2344 0.2602 -1.8981  -0.240
C 0.4513 0.0696 -0.3943  0.153
N 0.8545 1.5964 -1.6023  -0.479
H -1.9343 -0.9323 2.4457  0.225
H -0.7513 -2.1925 2.7002  0.280
H 1.3904 1.9872 0.5363  0.351
H 0.7125 -0.5036 -2.4224  0.233
H -0.7591 0.4141 -2.4244  0.233


Entry 6:
The following is a DFT calculation (the ωB97M-V functional and the def2-TZVPD basis) of C2H2N2O2S in the gas phase.

Summary:
relative energy (zero: lowest compared OMol25 entry of this formula, charge and spin): 637.1 kJ/mol
highest occupied orbital energy: -0.295 Ha
electronic energy: -20009.7465 eV
structure (SMILES): O=[N+]([O-])N=C=CS

Last column: Mulliken charge in e.
Atoms and positions in Å:
O -3.0641 1.1868 -0.1069  -0.472
N -2.5554 0.1285 -0.0760  1.078
O -2.9181 -0.9778 0.0258  -0.466
N -1.0328 0.2405 -0.3039  -0.345
C 0.2077 0.1735 -0.2076  0.569
C 1.5450 0.1973 -0.0541  -0.595
S 2.4182 -1.3101 -0.1145  -0.256
H 1.8309 1.1984 0.2246  0.340
H 3.5688 -0.8371 0.6125  0.147


Question: What is the electronic energy in the second record?
Answer: -10965.2464 eV


Repeat the third record exactly.
The following is a DFT calculation (the ωB97M-V functional and the def2-TZVPD basis) of a molecular structure, C12H14BF5N6Tc.

Summary:
charge: +2
expectation value of S²: 3.972
relative energy (zero: lowest compared OMol25 entry of this formula, charge and spin): 108.2 kJ/mol
highest occupied orbital energy (spin up / spin down): -0.595 / -0.590 Ha
electronic energy: -38053.4400 eV
multiplicity: 4

Last column: Mulliken charge in e.
Atoms and positions in Å:
H 1.0213 3.1899 0.3818  0.567
N 0.6526 1.6733 -1.0596  0.230
B 0.2885 0.3906 -3.2443  -0.017
N 0.6465 1.6714 -2.4446  0.007
C 0.9520 2.9033 -2.8868  0.019
Tc 0.2327 -0.1510 0.2122  -0.210
H 1.0057 3.0968 -3.9472  0.482
C 1.1537 3.7300 -1.7885  -1.110
H 1.4066 4.7729 -1.8068  0.432
C 0.9568 2.9215 -0.6635  -0.389
H 0.3702 0.5490 -4.4290  0.019
C -0.8742 -1.7789 0.9397  -1.211
H -1.1392 -1.7859 2.0186  0.489
H -0.2096 -2.6560 0.8231  0.367
H -1.7914 -2.0464 0.3746  0.386
N -1.1688 0.0329 -2.8158  0.134
N 1.2137 -0.7323 -2.7188  -0.042
N -1.4410 -0.1152 -1.4719  0.261
N 1.2872 -1.0685 -1.3683  0.400
C -2.3025 -0.1265 -3.5247  0.128
C 2.0598 -1.5185 -3.3896  0.045
H -2.2677 -0.0483 -4.6015  0.519
H 2.1431 -1.4108 -4.4641  0.480
C -3.3375 -0.3895 -2.6401  -1.014
C 2.6924 -2.3835 -2.5091  -1.193
C -2.7594 -0.3922 -1.3565  -0.100
C 2.1843 -2.0812 -1.2401  -0.321
H -4.3681 -0.5707 -2.8672  0.459
H 3.4226 -3.1376 -2.7395  0.434
H -3.2018 -0.5663 -0.3947  0.575
H 2.4132 -2.5022 -0.2670  0.551
H -1.3012 -0.1303 1.0569  0.356
F 2.0899 -1.4696 2.1416  -0.245
C 1.2938 -0.3114 2.1104  0.799
F 0.4902 -0.3336 3.2420  -0.243
C 2.2760 0.8686 2.3190  0.603
F 3.0003 0.6813 3.4408  -0.208
F 3.1431 0.9614 1.2666  -0.215
F 1.6061 2.0495 2.4561  -0.223


Question: electronic energy of number 1 (C5H8O)?
Answer: -7359.6085 eV